(1)
Entry from the OMol25 dataset: C48H51FN2O4P2Sb2Tl as an isolated structure (the ωB97M-V functional and the def2-TZVPD basis).

CARTESIAN COORDINATES (ANGSTROEM)
Tl1 0.2045 -0.4050 -1.6275
N1 3.0788 0.7525 -1.0393
C1 3.9574 1.8537 -1.2254
C2 5.2337 1.6058 -1.7303
C3 6.1091 2.6356 -2.0195
C4 5.7424 3.9581 -1.7964
C5 4.4936 4.2242 -1.2815
C6 3.5881 3.1894 -0.9993
P1 2.0369 3.7948 -0.3837
C7 2.2955 4.8194 1.0280
C8 3.0014 4.2472 2.0948
C9 3.2423 4.9859 3.2351
C10 2.7971 6.3027 3.3118
C11 2.1225 6.8823 2.2465
C12 1.8684 6.1452 1.1010
C13 1.0365 4.5235 -1.6421
C14 -0.1114 5.2550 -1.3139
C15 -0.9028 5.7746 -2.3205
C16 -0.5646 5.5591 -3.6526
C17 0.5573 4.8104 -3.9830
C18 1.3590 4.2889 -2.9824
H1 3.5719 -0.1050 -1.2606
H2 2.7672 0.6649 -0.0765
H3 5.5408 0.5807 -1.9017
H4 7.0907 2.4050 -2.4126
H5 6.4276 4.7658 -2.0110
H6 4.2114 5.2544 -1.0892
H7 3.3815 3.2337 2.0238
H8 3.7929 4.5504 4.0580
H9 2.9959 6.8853 4.2018
H10 1.8043 7.9145 2.3013
H11 1.3819 6.6207 0.2600
H12 -0.4002 5.4011 -0.2797
H13 -1.7822 6.3518 -2.0692
H14 -1.1809 5.9798 -4.4366
H15 0.8176 4.6481 -5.0202
H16 2.2499 3.7301 -3.2428
C19 -4.2215 -0.0651 0.5865
C20 -3.8678 0.7557 1.8289
C21 -2.3691 0.8097 2.1197
Sb1 -1.8245 -1.1759 2.6788
C22 -2.3732 -1.2597 4.6945
C23 -1.5422 -0.6325 5.6189
C24 -1.9136 -0.6142 6.9539
C25 -3.0954 -1.2227 7.3557
C26 -3.9125 -1.8564 6.4301
C27 -3.5516 -1.8832 5.0903
C28 0.2794 -1.1639 2.5909
C29 0.9614 0.0310 2.3734
C30 2.3497 0.0478 2.4171
C31 3.0600 -1.1191 2.6670
C32 2.3801 -2.3084 2.8894
C33 0.9935 -2.3272 2.8606
Sb2 -3.1348 -1.9324 0.3234
C34 -0.0625 -4.2972 -0.7179
C35 0.5866 -4.1047 -1.9940
C36 2.0333 -4.2713 -1.6149
C37 2.2124 -5.6584 -0.9873
C38 1.2592 -6.1718 -0.1958
C39 0.2600 -5.1785 0.2289
C40 -4.5354 -3.3598 0.9916
C41 -4.2737 -4.6927 0.6801
C42 -5.1626 -5.6845 1.0690
C43 -6.3147 -5.3470 1.7636
C44 -6.5814 -4.0190 2.0740
C45 -5.6942 -3.0255 1.6900
H17 -4.0090 0.5021 -0.3216
H18 -5.2842 -0.3082 0.5678
H19 -4.3959 0.3374 2.6931
H20 -4.2558 1.7701 1.7099
H21 -2.1328 1.4932 2.9356
H22 -1.7971 1.1091 1.2371
H23 -0.6095 -0.1705 5.3123
H24 -1.2769 -0.1317 7.6833
H25 -3.3765 -1.2094 8.4004
H26 -4.8268 -2.3371 6.7510
H27 -4.1844 -2.3915 4.3713
H28 0.4224 0.9566 2.2040
H29 2.8844 0.9840 2.2968
H30 4.1410 -1.0974 2.7153
H31 2.9272 -3.2166 3.1053
H32 0.4763 -3.2556 3.0760
H33 0.1108 -4.1094 -2.9641
H34 2.8025 -4.0323 -2.3441
H35 3.1003 -6.2294 -1.2307
H36 1.3380 -7.1572 0.2428
H37 0.0638 -5.0239 1.2824
H38 -3.3807 -4.9659 0.1281
H39 -4.9605 -6.7186 0.8232
H40 -7.0117 -6.1194 2.0608
H41 -7.4837 -3.7592 2.6116
H42 -5.9166 -1.9941 1.9416
O1 1.8818 -3.1239 -0.6844
N2 0.4321 -2.9603 -1.0021
F1 1.2503 2.5339 0.1441
C46 -1.6559 0.1859 -6.8736
O2 -0.6932 -0.7420 -6.3234
P2 -0.6899 -1.0703 -4.7499
O3 -0.2545 -2.6318 -4.7989
C47 -0.7541 -3.5719 -5.7756
O4 0.7624 -0.4655 -4.2525
C48 1.9849 -0.7616 -4.9690
H43 -1.3136 0.4200 -7.8760
H44 -1.7008 1.0988 -6.2802
H45 -2.6388 -0.2787 -6.9206
H46 -1.7217 -3.9604 -5.4580
H47 -0.0323 -4.3824 -5.8291
H48 -0.8417 -3.1017 -6.7509
H49 2.7339 -0.0563 -4.6179
H50 1.8297 -0.6297 -6.0375
H51 2.2958 -1.7845 -4.7649

The HOMO energy is -15.10 eV. For the HOMO-LUMO gap, the calculation gives 7.9 eV. Its molar mass is 1248.8 g mol⁻¹. The calculation puts the LUMO energy at -7.16 eV. As for the charge: +3. The energy relative to the best compared isomer or geometry (same formula, charge and spin) comes out at 0.0000 eV.

=====

(2)
Entry from the OMol25 dataset: C48H51N12O7PSTeTi as an isolated structure (the ωB97M-V functional and the def2-TZVPD basis).

CARTESIAN COORDINATES (ANGSTROEM)
Ti1 2.6155 0.0748 0.4695
C1 2.8892 4.2357 1.7814
O1 4.1739 3.7296 1.4439
C2 4.0068 2.4175 1.1252
N1 2.7521 1.9639 1.1868
C3 1.8849 3.0984 1.4624
C4 0.8678 2.9405 2.5731
C5 0.0883 4.0462 2.9119
C6 -0.8682 3.9632 3.9110
C7 -1.0532 2.7709 4.5980
C8 -0.2748 1.6687 4.2791
C9 0.6809 1.7564 3.2729
C10 5.0095 1.6002 0.6071
C11 6.3773 1.8638 0.4036
C12 7.1692 0.8787 -0.1669
C13 6.6391 -0.3686 -0.4836
C14 5.2742 -0.5974 -0.2446
N2 4.4616 0.4018 0.2149
C15 4.5292 -1.7672 -0.4398
N3 3.2146 -1.7715 -0.2331
C16 2.7325 -3.0946 -0.6470
C17 4.0351 -3.8952 -0.8588
O2 5.0737 -2.9259 -0.8858
C18 1.8032 -3.8288 0.2965
C19 1.4092 -3.3135 1.5229
C20 0.5266 -4.0193 2.3316
C21 0.0346 -5.2492 1.9206
C22 0.4432 -5.7877 0.7071
C23 1.3230 -5.0780 -0.0947
H1 2.7080 5.1355 1.1906
H2 2.8693 4.4957 2.8440
H3 1.3276 3.3301 0.5443
H4 0.2415 4.9834 2.3866
H5 -1.4667 4.8339 4.1559
H6 -1.7938 2.7060 5.3860
H7 -0.3916 0.7409 4.8240
H8 1.2921 0.8972 3.0425
H9 6.7778 2.8266 0.6878
H10 8.2186 1.0734 -0.3507
H11 7.2419 -1.1621 -0.9009
H12 2.2203 -2.9817 -1.6067
H13 4.0455 -4.4457 -1.7992
H14 4.2096 -4.5917 -0.0340
H15 1.7949 -2.3634 1.8548
H16 0.2312 -3.5988 3.2861
H17 -0.6644 -5.7928 2.5435
H18 0.0549 -6.7450 0.3754
H19 1.6340 -5.4927 -1.0490
O3 0.5969 -0.1378 0.6089
H20 0.2018 -0.6822 -0.1656
H21 0.1459 0.7307 0.4553
Te1 2.5503 1.1397 -1.8912
N4 3.3574 -0.5515 2.5581
C24 3.3159 -0.9464 3.6475
C25 3.2127 -1.4025 4.9538
C26 4.3314 -1.7873 5.7166
N5 5.2340 -2.0976 6.3680
C27 1.9276 -1.4524 5.5300
N6 0.8708 -1.4836 5.9994
O4 -0.6207 2.0923 -0.2076
P1 -1.7251 2.8018 -0.8769
N7 -2.0645 2.1662 -2.3577
C28 -1.7361 0.7605 -2.6412
C29 -2.4129 0.5000 -3.9853
C30 -3.6298 1.4300 -3.9388
C31 -3.0364 2.6895 -3.3120
N8 -3.0393 2.8109 0.1323
C32 -3.0156 2.1140 1.4284
C33 -4.3289 2.5272 2.1048
C34 -4.7439 3.8111 1.3759
C35 -4.2792 3.5436 -0.0540
N9 -1.5337 4.4228 -1.2788
C36 -1.3336 5.3458 -0.1506
C37 0.0389 6.0190 -0.3603
C38 0.6689 5.2963 -1.5607
C39 -0.5308 4.7215 -2.3130
H22 -2.1398 0.0972 -1.8698
H23 -0.6534 0.6293 -2.6715
H24 -2.6730 -0.5495 -4.1169
H25 -1.7521 0.8015 -4.8016
H26 -4.3942 1.0081 -3.2814
H27 -4.0721 1.6161 -4.9179
H28 -3.7780 3.3268 -2.8289
H29 -2.5283 3.2845 -4.0831
H30 -2.1477 2.4287 2.0091
H31 -2.9542 1.0307 1.3024
H32 -4.1940 2.6766 3.1753
H33 -5.0896 1.7585 1.9561
H34 -4.2098 4.6703 1.7884
H35 -5.8156 4.0034 1.4357
H36 -4.1038 4.4553 -0.6286
H37 -5.0297 2.9364 -0.5810
H38 -1.3837 4.7938 0.7898
H39 -2.1318 6.0968 -0.1379
H40 0.6594 5.9356 0.5318
H41 -0.0951 7.0804 -0.5766
H42 1.3164 4.4764 -1.2430
H43 1.2496 5.9710 -2.1895
H44 -0.2622 3.8172 -2.8573
H45 -0.9423 5.4575 -3.0149
O5 -5.3430 -8.8957 -1.8461
S1 -4.5564 -7.9321 -1.0957
O6 -5.3321 -6.8627 -0.4919
O7 -3.5318 -8.5092 -0.2300
C40 -3.4772 -7.1094 -2.3103
N10 -3.0010 -7.8289 -3.3254
C41 -2.1002 -7.2234 -4.0861
C42 -1.6546 -5.9340 -3.8564
C43 -2.2050 -5.2670 -2.7632
N11 -3.1218 -5.8731 -2.0054
C44 -1.7782 -3.9292 -2.3255
C45 -0.9113 -3.1134 -3.0553
C46 -0.4119 -1.9630 -2.4771
N12 -0.7219 -1.5716 -1.2411
C47 -1.6280 -2.3024 -0.5780
C48 -2.1788 -3.4624 -1.0693
H46 -1.7091 -7.8086 -4.9131
H47 -0.9006 -5.4824 -4.4860
H48 -0.6167 -3.3710 -4.0642
H49 0.2846 -1.3179 -3.0066
H50 -1.8920 -1.9327 0.4070
H51 -2.8797 -4.0562 -0.5006

The HOMO energy (spin up / spin down) is -1.25 / -1.88 eV. Its spin multiplicity is 3. For the HOMO-LUMO gap (spin up / spin down), the calculation gives 4.5 / 5.1 eV. Its molar mass is 1146.5 g mol⁻¹. The calculation puts the LUMO energy (spin up / spin down) at 3.28 / 3.27 eV. As for the charge: -2. Its expectation value of S² is 2.0469. The energy relative to the best compared isomer or geometry (same formula, charge and spin) comes out at 0.0000 eV.

=====

(3)
Entry from the OMol25 dataset: C48H52FGe2N6O3Os as an isolated structure (the ωB97M-V functional and the def2-TZVPD basis).

CARTESIAN COORDINATES (ANGSTROEM)
Os1 -3.2328 -1.1158 3.6481
C1 -0.1452 -1.3997 1.9134
C2 0.1635 -1.0339 3.2923
C3 1.4934 -0.9132 3.8374
C4 1.7101 -0.6310 5.2124
C5 0.5523 -0.4540 6.0043
C6 -0.7035 -0.5456 5.4200
N1 -0.8721 -0.9008 4.1130
C7 -1.9242 -0.1402 6.1938
C8 -1.7689 0.2810 7.5295
C9 -2.8297 0.8310 8.1718
C10 -4.0455 0.9174 7.4340
C11 -4.1923 0.4424 6.2079
N2 -3.0886 -0.1105 5.6204
C12 -5.4809 0.2090 5.4861
C13 -6.6312 0.7918 6.0081
C14 -7.8512 0.5855 5.4007
C15 -7.7884 -0.2649 4.2313
C16 -6.5726 -0.6782 3.6832
C17 -6.5279 -1.6044 2.4407
N3 -5.4054 -0.5119 4.3581
H1 0.7005 -1.3217 1.2227
H2 -1.0220 -0.8536 1.5053
H3 -0.3999 -2.4772 1.9412
H4 2.3310 -0.9896 3.0654
H5 2.7070 -0.5383 5.6378
H6 0.6488 -0.1242 7.0594
H7 -0.8226 0.1133 8.0711
H8 -2.8839 1.2178 9.1765
H9 -4.8420 1.4496 7.9426
H10 -6.5724 1.3394 6.8782
H11 -8.7113 0.8642 5.9504
H12 -8.7208 -0.4887 3.7431
H13 -7.4981 -1.8214 1.9638
H14 -6.1814 -2.5819 2.8363
H15 -5.8781 -1.0332 1.7777
C18 -1.6213 -7.1831 -1.1705
C19 -2.9670 -6.8853 -0.6417
N4 -3.1108 -5.4797 -0.0703
C20 -3.1533 -5.2946 1.2801
C21 -3.2540 -4.0446 1.8873
C22 -3.0313 -4.1652 3.3844
O1 -3.0465 -5.2532 3.9047
O2 -3.0670 -3.0508 4.0679
C23 -3.3248 -2.8624 1.1782
O3 -3.3384 -1.6894 1.6503
C24 -3.4512 -3.0769 -0.2526
C25 -3.7261 -1.9396 -1.0961
C26 -3.9464 -2.2039 -2.4645
F1 -4.3243 -1.1701 -3.2486
C27 -3.7821 -3.4807 -3.1082
C28 -3.3500 -4.5798 -2.2895
C29 -3.2606 -4.3546 -0.8719
N5 -3.8417 -3.6146 -4.5708
C30 -2.5545 -3.9258 -5.1250
C31 -2.6360 -4.6234 -6.4528
N6 -3.5759 -3.8971 -7.3748
C32 -4.9473 -3.4697 -6.6738
C33 -4.6490 -2.7544 -5.3762
H16 -1.5567 -8.1744 -1.6546
H17 -0.9445 -7.3703 -0.3145
H18 -1.2339 -6.3531 -1.8596
H19 -3.2242 -7.5348 0.1865
H20 -3.7006 -6.8731 -1.4189
H21 -3.0208 -6.1827 1.8760
H22 -3.6806 -0.8910 -0.6542
H23 -3.2792 -5.5788 -2.6960
H24 -1.9010 -4.5448 -4.5055
H25 -2.0145 -3.0075 -5.1733
H26 -3.0256 -5.6448 -6.3680
H27 -1.6788 -4.6767 -7.0041
H28 -3.7378 -4.4288 -8.2215
H29 -3.2792 -3.0113 -7.7127
H30 -5.5589 -4.3045 -6.5728
H31 -5.3839 -2.8030 -7.4589
H32 -5.7048 -2.4990 -4.9092
H33 -4.2496 -1.8001 -5.5855
C34 5.8206 4.8507 -5.8089
Ge1 5.8949 6.1552 -4.5017
C35 6.2322 8.0288 -5.0802
C36 4.1886 5.7756 -3.3557
Ge2 7.2658 5.2332 -2.4754
C37 7.7672 3.5196 -1.7858
C38 7.3710 3.1181 -0.5051
C39 7.7049 1.8831 0.0804
C40 8.4652 0.8875 -0.6771
C41 8.6847 1.2597 -2.0083
C42 8.3637 2.5032 -2.5516
C43 7.3637 6.4155 -0.8473
C44 6.5564 7.4567 -0.7269
C45 6.5260 8.2694 0.4859
C46 7.2563 7.8139 1.5462
C47 8.0690 6.8049 1.4861
C48 8.1403 5.9301 0.3247
H34 5.3983 5.3869 -6.6646
H35 5.3367 3.9470 -5.5971
H36 6.8989 4.6336 -6.2544
H37 6.5465 7.9453 -6.1497
H38 7.0371 8.5901 -4.5537
H39 5.2627 8.5356 -4.9088
H40 3.2237 6.0756 -4.0112
H41 4.1239 6.6093 -2.6513
H42 4.2383 4.8237 -2.9226
H43 6.7651 3.7870 0.1073
H44 7.2839 1.5119 1.0841
H45 8.8638 -0.0545 -0.2855
H46 9.1942 0.6154 -2.6600
H47 8.7992 2.7626 -3.5144
H48 6.0016 7.9412 -1.5756
H49 6.0252 9.2194 0.4179
H50 7.2581 8.3517 2.4573
H51 8.7349 6.5786 2.2354
H52 8.7580 5.0041 0.3506

The HOMO energy (spin up / spin down) is -12.35 / -15.01 eV. Its spin multiplicity is 6. For the HOMO-LUMO gap (spin up / spin down), the calculation gives 3.4 / 4.7 eV. Its molar mass is 1115.4 g mol⁻¹. The calculation puts the LUMO energy (spin up / spin down) at -8.98 / -10.27 eV. As for the charge: +4. Its expectation value of S² is 8.7934. The energy relative to the best compared isomer or geometry (same formula, charge and spin) comes out at 2.5168 eV.

=====

> What is the formula in the third record?

C48H52FGe2N6O3Os

=====

> Number 1 is which compound?

C48H51FN2O4P2Sb2Tl